# 1
81
Properties=species:S:1:pos:R:3:lowdin_charge:R:1 method="wB97M-V/def2-TZVPD" charge=-2 e_above_lowest_kcal_mol=8.9 spin_multiplicity=6 homo_lumo_gap_ev="6.6 / 5.5" e_homo_ev="-2.82 / -2.79"
Ru -0.979 -0.101 -0.625 1.17
O -0.789 1.710 0.234 -0.27
C -1.700 2.652 0.302 -0.33
C -1.593 3.570 1.364 0.01
C -2.510 4.581 1.533 -0.09
C -3.581 4.723 0.650 -0.11
C -3.691 3.839 -0.403 -0.04
C -2.766 2.813 -0.605 -0.08
C -2.894 1.949 -1.774 -0.28
N -2.284 0.802 -2.005 -0.06
C -2.666 0.355 -3.252 -0.19
C -3.520 1.254 -3.786 -0.13
N -3.642 2.258 -2.855 0.10
H -0.766 3.434 2.049 0.11
H -2.405 5.260 2.372 0.09
H -4.318 5.503 0.789 0.09
H -4.543 3.933 -1.068 0.10
H -2.286 -0.564 -3.663 0.08
H -4.063 1.256 -4.712 0.11
H -4.282 3.027 -2.901 0.14
O -2.090 -2.180 1.577 -0.41
S -2.973 -0.727 2.078 0.78
O -3.240 -0.159 0.701 -0.66
O -1.918 0.053 2.729 -0.46
C -1.098 -2.641 2.369 -0.36
C -1.362 -3.767 3.146 0.01
C -0.405 -4.239 4.023 -0.08
C 0.805 -3.567 4.167 -0.09
C 1.070 -2.461 3.379 -0.11
C 0.149 -2.012 2.432 -0.29
P 0.525 -0.636 1.322 1.11
C 0.965 0.739 2.469 -0.30
C 1.702 1.836 2.026 -0.08
C 2.023 2.873 2.889 -0.09
C 1.608 2.837 4.212 -0.11
C 0.873 1.751 4.663 -0.08
C 0.553 0.713 3.799 -0.10
C 2.180 -0.953 0.570 -0.31
C 3.011 -2.024 0.885 -0.08
C 4.245 -2.160 0.270 -0.07
C 4.669 -1.237 -0.675 -0.09
C 3.835 -0.187 -1.022 -0.08
C 2.596 -0.055 -0.409 -0.11
H -2.333 -4.232 3.039 0.12
H -0.609 -5.122 4.616 0.10
H 1.543 -3.911 4.880 0.09
H 2.005 -1.929 3.503 0.11
H 2.015 1.910 0.997 0.09
H 2.590 3.717 2.515 0.10
H 1.846 3.654 4.883 0.09
H 0.528 1.712 5.689 0.10
H -0.037 -0.115 4.160 0.09
H 2.676 -2.804 1.551 0.10
H 4.860 -3.019 0.508 0.11
H 5.630 -1.356 -1.161 0.09
H 4.129 0.530 -1.780 0.09
H 1.946 0.755 -0.716 0.07
F 0.436 -4.857 -1.754 0.10
B 1.365 -4.140 -0.999 -1.27
F 0.732 -3.013 -0.400 0.01
F 1.900 -4.945 0.026 0.09
F 2.413 -3.678 -1.828 0.09
Se -5.563 -3.322 0.740 -0.17
Sb -4.559 -1.962 -0.970 -0.14
Se -5.892 -0.113 -1.762 -0.08
Se -4.619 -3.317 -3.197 -0.02
Se -1.937 -2.177 -1.371 0.52
C 2.345 -1.336 -4.237 -0.01
N 1.947 -0.008 -3.788 -0.05
C 2.655 1.120 -4.096 -0.10
C 2.305 2.325 -3.621 -0.01
C 1.136 2.445 -2.731 -0.52
O 0.772 3.536 -2.299 0.00
N 0.499 1.272 -2.416 0.12
C 0.861 0.106 -2.938 -0.57
O 0.239 -0.942 -2.646 -0.14
H 3.377 -1.286 -4.582 0.08
H 1.704 -1.679 -5.051 0.09
H 2.265 -2.042 -3.411 0.08
H 3.516 0.965 -4.736 0.12
H 2.873 3.211 -3.860 0.09

---

# 2
69
Properties=species:S:1:pos:R:3:lowdin_charge:R:1 method="wB97M-V/def2-TZVPD" e_above_lowest_kcal_mol=0.4 spin_multiplicity=1 homo_lumo_gap_ev=7.3 e_homo_ev=-8.54
Be 1.558 -1.151 -2.107 -0.14
S 2.587 -0.059 -0.547 0.92
C 1.564 -0.385 0.730 -0.62
N 1.694 0.166 1.923 -0.09
C 0.776 -0.185 3.006 -0.09
C -0.607 -0.343 2.444 -0.08
N -0.566 -1.370 1.405 -0.06
C -1.755 -2.216 1.134 -0.12
C -2.750 -2.228 2.259 -0.24
C -2.646 -3.177 3.269 -0.04
C -3.547 -3.176 4.326 -0.08
C -4.556 -2.226 4.372 -0.08
C -4.670 -1.281 3.359 -0.07
C -3.772 -1.281 2.304 -0.03
C 0.440 -1.400 0.552 -0.64
S 0.536 -2.511 -0.696 0.90
C 2.735 1.145 2.255 -0.10
C 2.120 2.444 2.717 -0.23
C 1.084 3.020 1.986 -0.03
C 0.509 4.205 2.415 -0.06
C 0.976 4.830 3.565 -0.08
C 2.014 4.265 4.289 -0.08
C 2.579 3.067 3.869 -0.05
H 0.792 0.625 3.731 0.14
H 1.113 -1.103 3.495 0.15
H -0.969 0.601 2.021 0.13
H -1.295 -0.656 3.223 0.13
H -1.384 -3.222 0.948 0.10
H -2.194 -1.849 0.202 0.13
H -1.860 -3.923 3.224 0.12
H -3.464 -3.920 5.107 0.10
H -5.262 -2.222 5.192 0.10
H -5.463 -0.546 3.393 0.11
H -3.836 -0.550 1.508 0.09
H 3.351 1.295 1.373 0.08
H 3.364 0.715 3.038 0.14
H 0.709 2.549 1.084 0.10
H -0.305 4.633 1.847 0.11
H 0.526 5.757 3.896 0.10
H 2.379 4.747 5.187 0.10
H 3.381 2.616 4.442 0.11
O -3.020 0.808 -0.140 -0.30
S -1.960 1.618 -0.690 0.65
O -1.590 2.796 0.044 -0.30
N -0.659 0.676 -0.968 0.00
C -0.448 0.525 -2.257 -0.43
O 0.428 -0.227 -2.775 -0.04
C -1.372 1.299 -3.140 -0.12
C -1.384 1.378 -4.520 0.01
C -2.351 2.179 -5.114 -0.06
C -3.278 2.876 -4.343 -0.06
C -3.266 2.791 -2.955 -0.03
C -2.297 1.993 -2.386 -0.21
H -0.657 0.831 -5.105 0.12
H -2.387 2.266 -6.192 0.11
H -4.020 3.493 -4.833 0.11
H -3.984 3.329 -2.351 0.12
N 5.969 -4.416 -6.688 0.14
C 5.259 -3.891 -5.951 -0.20
C 4.372 -3.235 -5.029 -0.25
C 3.391 -2.367 -5.502 -0.04
C 2.542 -1.743 -4.601 -0.10
C 2.627 -1.947 -3.218 -0.21
C 3.629 -2.827 -2.785 -0.12
C 4.491 -3.467 -3.660 -0.05
H 3.303 -2.193 -6.567 0.11
H 1.783 -1.073 -4.992 0.09
H 3.739 -3.025 -1.722 0.09
H 5.255 -4.144 -3.299 0.11

---

# 3
69
Properties=species:S:1:pos:R:3:lowdin_charge:R:1 method="wB97M-V/def2-TZVPD" spin_multiplicity=5 homo_lumo_gap_ev="6.1 / 6.0" e_homo_ev="-6.17 / -7.64"
Ir 0.471 0.607 -0.868 1.31
C -1.632 -0.187 2.375 -0.03
C -0.575 0.702 1.834 -0.26
N 0.470 0.114 1.082 -0.19
N 1.544 -0.165 1.793 -0.03
C 2.702 -0.244 1.144 -1.11
S 3.035 0.245 -0.434 0.65
S 4.054 -0.867 2.059 0.91
C 3.274 -1.460 3.592 -0.42
C 2.483 -2.726 3.427 -0.30
C 1.091 -2.700 3.433 -0.06
C 0.362 -3.867 3.260 -0.08
C 1.015 -5.076 3.076 -0.10
C 2.402 -5.112 3.076 -0.08
C 3.128 -3.946 3.251 -0.05
C -0.473 2.110 1.977 -0.14
C -1.156 2.784 3.012 -0.03
C -0.993 4.135 3.234 -0.10
C -0.131 4.865 2.419 -0.09
C 0.519 4.247 1.366 -0.04
C 0.338 2.889 1.093 -0.36
O 0.865 2.437 -0.042 -0.30
H -1.326 -0.696 3.296 0.07
H -1.872 -0.965 1.645 0.08
H -2.546 0.367 2.587 0.08
H 2.659 -0.664 4.008 0.08
H 4.127 -1.613 4.255 0.08
H 0.586 -1.755 3.575 0.08
H -0.720 -3.830 3.267 0.10
H 0.448 -5.986 2.933 0.10
H 2.919 -6.052 2.937 0.10
H 4.211 -3.980 3.242 0.11
H -1.791 2.205 3.670 0.10
H -1.514 4.616 4.051 0.10
H 0.024 5.920 2.601 0.10
H 1.160 4.810 0.701 0.11
F 1.211 -4.740 -0.621 0.07
C 1.013 -3.642 -1.369 -0.26
C 0.789 -2.433 -0.741 -0.03
C 0.590 -1.294 -1.522 -0.32
C 0.606 -1.405 -2.937 -0.13
C 0.852 -2.653 -3.501 -0.21
F 0.919 -2.796 -4.843 0.06
C 1.056 -3.787 -2.745 0.07
C 0.434 -0.148 -3.693 -0.19
C 0.172 -0.032 -5.058 0.01
C -0.001 1.222 -5.614 -0.04
C 0.092 2.352 -4.813 -0.04
C 0.328 2.173 -3.465 -0.10
N 0.485 0.966 -2.924 -0.06
H 0.798 -2.397 0.341 0.10
H 1.254 -4.742 -3.208 0.13
H 0.099 -0.918 -5.665 0.11
H -0.212 1.319 -6.670 0.11
H -0.026 3.348 -5.211 0.11
H 0.401 3.003 -2.775 0.11
N -2.709 -0.307 -1.487 0.15
C -2.847 1.049 -1.533 -0.38
C -4.036 1.626 -2.016 -0.02
C -4.156 2.993 -2.003 -0.07
C -3.108 3.772 -1.517 -0.07
C -1.978 3.124 -1.073 -0.13
N -1.836 1.795 -1.081 0.06
H -3.350 -0.882 -2.001 0.10
H -1.804 -0.701 -1.272 0.05
H -4.834 0.990 -2.375 0.11
H -5.064 3.458 -2.366 0.11
H -3.168 4.849 -1.480 0.10
H -1.128 3.673 -0.691 0.10